A structure of composition C2H7S2 at a distorted geometry, computed with wB97M-V/def2-TZVPD.

net charge: -1
energy above the lowest of the compared OMol25 structures with the same formula, charge and spin: 14.9 kcal/mol
orbital gap: 6.73 eV
E_LUMO: 3.88 eV

Geometry as XYZ:
```
11
Properties=species:S:1:pos:R:3:lowdin_charge:R:1
C -1.5270 1.2937 0.9888 -0.617
S -1.6335 0.4609 -0.6468 0.207
H -0.4979 1.3769 1.3270 -0.014
H -2.0627 0.7127 1.7517 -0.005
H -2.1074 2.2119 0.9113 -0.020
H -0.1853 -0.4744 -0.3791 -0.300
C 2.4130 -0.1178 -0.2992 -0.605
S 1.0772 -1.1700 0.2706 0.357
H 2.4032 0.8413 0.2282 0.002
H 2.2626 0.1801 -1.3396 0.010
H 3.3278 -0.6646 -0.1098 -0.014
```

=====

A cluster of 39 separate species, C2H81O39 in total at a distorted geometry, computed with wB97M-V/def2-TZVPD.

net charge: -1
energy above the lowest of the compared OMol25 structures with the same formula, charge and spin: 0.0 kcal/mol
orbital gap: 10.50 eV
E_LUMO: 1.89 eV

Geometry as XYZ:
```
122
Properties=species:S:1:pos:R:3:lowdin_charge:R:1
C 0.1235 0.7730 -1.9869 -0.062
C 1.2922 0.9011 -1.0814 -0.244
O 0.9704 0.5703 0.2749 -0.170
H -0.1810 -0.1849 -2.3028 0.051
H 0.3076 1.3171 -2.9186 0.060
H -0.7914 1.2418 -1.6573 0.065
H 1.5362 1.9109 -1.0059 0.083
H 2.1469 0.2439 -1.3601 0.131
O 3.7628 1.9725 3.7261 -0.057
H 2.9550 2.4274 3.5202 -0.004
H 4.0455 1.6310 2.8327 0.044
O 0.6565 -6.5936 -0.8355 -0.055
H -0.0288 -6.8298 -1.4386 0.022
H 0.3043 -5.7408 -0.4897 0.025
O 0.3848 4.7856 3.6732 -0.057
H -0.5352 5.0902 3.6730 0.030
H 0.3284 4.0873 2.9929 0.002
O 0.3573 -3.9430 0.4415 -0.079
H 1.0623 -3.2424 0.3849 0.021
H -0.1656 -3.8029 1.2503 0.032
O 3.2094 3.8142 0.9367 -0.035
H 3.6964 3.2464 0.2989 0.028
H 2.3946 4.0396 0.5228 -0.004
O 1.2796 3.3868 5.8484 -0.075
H 1.4907 4.0981 5.2014 0.032
H 2.0142 3.1730 6.4361 0.047
O 3.1568 -5.2613 -0.9223 -0.047
H 2.3887 -5.7433 -1.2591 0.024
H 3.3337 -5.6070 -0.0406 0.069
O -4.0469 1.2608 -2.1706 -0.082
H -3.5590 1.8449 -1.5339 0.001
H -3.6778 0.3908 -2.0161 -0.016
O 0.7622 2.5052 1.8194 -0.313
H 0.4279 1.6061 3.1476 0.073
H 1.6745 2.7373 1.9148 -0.028
O -2.5543 2.8509 -0.5239 -0.078
H -2.0802 2.8280 0.3198 -0.002
H -2.2052 3.6267 -1.0415 0.077
O 3.9617 0.6141 0.9846 -0.057
H 3.0867 0.2017 1.1802 0.036
H 3.8882 1.0527 0.1192 0.003
O -2.5518 2.4782 -4.3838 -0.060
H -3.0398 2.1039 -3.6210 0.027
H -2.9642 3.2987 -4.7036 0.075
O -1.6233 -0.6736 3.2829 -0.123
H -1.3060 -0.4000 2.3776 0.006
H -0.9043 -0.1879 3.7939 0.044
O -1.0835 -3.4470 -1.9891 -0.108
H -0.7309 -3.6164 -1.0759 0.043
H -0.4000 -2.8298 -2.4210 0.062
O 2.6602 2.5730 -3.5525 -0.095
H 2.7364 1.7384 -4.1166 0.071
H 1.7198 2.8332 -3.4953 -0.013
O -1.5240 -0.1151 0.7965 -0.061
H -2.1642 0.6426 0.7305 0.063
H -0.6186 0.1828 0.5660 0.021
O -4.2879 1.1754 1.7877 -0.039
H -4.4337 0.2212 1.9812 0.013
H -4.8603 1.4024 1.0836 0.028
O -2.7064 -1.0833 -1.5555 -0.077
H -2.3051 -1.9917 -1.5994 0.030
H -2.1145 -0.6499 -0.9332 -0.009
O -2.8679 -2.5791 -5.2161 -0.062
H -3.3899 -2.9020 -4.4349 0.072
H -2.1160 -3.1734 -5.2420 0.021
O 1.2196 0.1330 -5.3620 -0.094
H 1.3676 -0.5012 -6.1107 0.072
H 0.2794 0.3931 -5.4504 -0.004
O -5.1627 -1.3735 2.1966 -0.056
H -4.8411 -1.5281 3.1164 0.051
H -5.0033 -2.2473 1.8231 0.025
O 3.0350 -2.6826 3.2088 -0.119
H 2.2996 -3.3195 3.3968 0.060
H 2.9671 -1.8890 3.8572 0.041
O -4.0116 -3.8262 0.4489 -0.086
H -3.2228 -4.0902 0.9503 0.014
H -3.8509 -2.9674 -0.0640 0.064
O -0.0261 4.2418 -0.1022 -0.074
H 0.1348 3.5915 0.6267 -0.003
H -0.1356 5.0981 0.3485 0.072
O 2.3302 -0.5230 4.7390 -0.079
H 1.4505 -0.1399 4.7235 0.001
H 2.8641 0.2602 4.4371 0.040
O 0.2179 3.7505 -3.1563 -0.081
H 0.1518 3.8346 -2.1741 0.031
H -0.6686 3.3723 -3.4174 0.049
O 5.4644 -0.5912 -1.9032 -0.033
H 5.5123 -1.1019 -2.7075 0.037
H 4.9362 -1.0590 -1.2720 0.012
O 1.0096 -2.3109 -3.5799 -0.113
H 1.9691 -2.5760 -3.4319 0.037
H 1.2891 -1.5202 -4.1366 0.037
O 0.2689 1.1523 4.1090 -0.108
H 0.3322 1.7854 4.7864 -0.003
H 0.8493 1.3546 0.8857 0.006
O 2.3685 -2.1098 0.4301 -0.101
H 2.7028 -2.3212 1.3360 0.038
H 1.7479 -1.2665 0.4295 0.098
O -1.6851 -5.4471 -3.4898 -0.060
H -1.0801 -5.7503 -4.1125 -0.011
H -1.3583 -4.5544 -3.2352 -0.014
O -1.9063 2.7072 2.1785 -0.051
H -1.0203 2.5361 2.4513 -0.013
H -2.5047 2.0023 2.4811 0.050
O 3.4164 -2.9468 -2.2611 -0.078
H 3.0047 -2.5576 -1.4871 -0.003
H 3.3325 -3.8746 -1.9348 0.015
O -1.4317 0.3576 -5.6920 -0.041
H -1.8576 -0.4876 -5.5699 0.024
H -2.0306 0.9858 -5.2827 0.003
O -3.7680 -0.8786 5.1288 -0.051
H -2.9358 -0.8913 4.7137 -0.045
H -3.9076 0.0218 5.5046 0.070
O 4.7411 2.3086 -1.4045 -0.078
H 5.2161 1.5508 -1.7874 0.023
H 4.0601 2.5734 -2.0698 0.029
O -2.8390 5.1292 3.2375 -0.050
H -2.7587 4.2439 2.8634 -0.005
H -3.4580 5.5811 2.6824 0.023
O -1.7452 -3.5302 2.7057 -0.053
H -1.8226 -2.5564 2.8128 0.021
H -1.8038 -3.8266 3.6108 0.044
```

=====

A cluster of 2 separate species, C2H8Cl2NSi in total at a distorted geometry, computed with wB97M-V/def2-TZVPD.

net charge: +1
energy above the lowest of the compared OMol25 structures with the same formula, charge and spin: 45.9 kcal/mol
orbital gap: 9.14 eV
E_LUMO: -3.85 eV

Geometry as XYZ:
```
14
Properties=species:S:1:pos:R:3:lowdin_charge:R:1
C -0.8604 -1.6621 1.7509 -0.234
C 1.0048 0.0398 -1.2016 -0.079
N 1.2453 1.5682 -1.3298 0.083
Si -1.1176 -0.1872 0.6693 -0.145
Cl -2.8747 -0.3269 -0.2930 0.376
Cl -0.9196 1.6869 1.2841 0.414
H -1.3542 -1.2789 2.6521 0.040
H -1.3648 -2.6819 1.5260 0.098
H 0.1210 -1.9491 1.9488 0.007
H 1.8206 -0.3888 -0.8396 -0.021
H 0.4053 -0.3126 -2.0792 0.063
H 2.2410 1.7413 -1.0226 0.182
H 0.5040 1.9512 -0.7274 0.051
H 1.1492 1.8001 -2.3380 0.164
```

=====

An isolated molecule of C2H8Cl2Si2 at a distorted geometry, computed with wB97M-V/def2-TZVPD.

SMILES: C[SiH2][Si](C)(Cl)Cl
energy above the lowest of the compared OMol25 structures with the same formula, charge and spin: 39.0 kcal/mol
orbital gap: 10.06 eV
E_LUMO: 0.34 eV

Geometry as XYZ:
```
14
Properties=species:S:1:pos:R:3:lowdin_charge:R:1
C -1.3879 0.1101 -0.6496 -0.248
C 1.4894 -0.0381 1.9270 -0.245
Si 0.5221 -0.0765 -1.7014 0.545
Si 2.0892 0.0468 0.0553 -0.323
Cl 3.3365 -1.6760 -0.1179 0.170
Cl 3.2725 1.6948 -0.2032 0.252
H -2.0668 -0.3777 -1.2906 -0.037
H -1.2512 -0.5362 0.1982 -0.030
H -1.3745 1.2513 -0.4431 0.036
H 0.5337 0.4057 2.0394 0.001
H 1.1568 -1.0270 2.2246 0.023
H 2.3312 0.1519 2.5457 0.012
H 0.3247 -1.6105 -2.1825 -0.046
H 0.4223 0.7867 -2.8651 -0.110
```

=====

A cluster of 2 separate species, C2H8ClN2PS in total at a distorted geometry, computed with wB97M-V/def2-TZVPD.

energy above the lowest of the compared OMol25 structures with the same formula, charge and spin: 60.8 kcal/mol
orbital gap: 9.71 eV
E_LUMO: 0.10 eV

Geometry as XYZ:
```
15
Properties=species:S:1:pos:R:3:lowdin_charge:R:1
C 2.0328 -0.4971 0.0816 -0.116
C 0.3018 -0.5400 -1.5751 -0.200
N 0.5086 1.5663 1.8381 -0.230
N 0.6069 -0.2506 -0.2072 -0.415
P -0.1273 1.0470 0.4845 0.291
S -1.7499 1.5005 -0.4647 0.232
Cl -5.2063 -1.0643 1.8000 0.212
H 2.1890 -1.5417 0.6044 0.122
H 2.6883 -0.5837 -0.8542 0.108
H 2.4013 0.1720 0.7763 0.020
H 0.8399 -1.3476 -1.9193 0.051
H -0.8335 -0.5753 -1.8096 0.074
H 0.6895 0.2795 -2.1780 0.082
H -4.1279 -0.4432 1.2988 -0.225
H -0.2129 2.2782 2.1242 -0.007
```

=====

A cluster of 2 separate species, C2H8FN2OP in total at a distorted geometry, computed with wB97M-V/def2-TZVPD.

energy above the lowest of the compared OMol25 structures with the same formula, charge and spin: 42.2 kcal/mol
orbital gap: 9.70 eV
E_LUMO: 0.45 eV

Geometry as XYZ:
```
15
Properties=species:S:1:pos:R:3:lowdin_charge:R:1
C -2.2419 0.2925 -1.7242 -0.115
C 1.2560 -0.4367 2.0105 -0.269
N -0.8800 0.3104 -1.1715 -0.184
N 0.7787 -0.2811 0.7054 -0.276
O -1.8629 0.1556 1.2355 -0.272
F 3.6713 0.2522 -1.0154 -0.064
P -0.6907 0.0951 0.4139 0.579
H -2.4881 -0.7107 -2.1322 0.092
H -2.8839 0.4418 -0.9274 0.032
H -2.3912 1.0541 -2.4895 0.084
H 1.0469 0.5884 2.5098 0.098
H 0.6721 -1.2344 2.5255 0.070
H 2.3399 -0.8085 1.9492 0.076
H 0.0002 0.5486 -1.6159 0.104
H 3.6736 -0.2674 -0.2739 0.043
```

=====

A cluster of 2 separate species, C2H8INO4SSi in total at a distorted geometry, computed with wB97M-V/def2-TZVPD.

net charge: -2
orbital gap: 3.20 eV
E_LUMO: 3.76 eV

Geometry as XYZ:
```
18
Properties=species:S:1:pos:R:3:lowdin_charge:R:1
C 0.4556 -1.2888 1.0771 -0.255
Si 1.9169 -0.4623 0.2360 0.147
I 4.0558 -1.6897 0.4962 0.247
C 1.4472 -0.1630 -1.5942 -0.428
N 0.7156 1.1174 -1.5496 -0.046
H 0.3968 -2.3279 0.7396 0.020
H -0.4652 -0.7861 0.7077 0.020
H 0.4437 -1.1844 2.1575 0.026
H 2.1219 0.8698 0.8296 -0.040
H 0.7483 -0.9395 -1.8968 0.071
H 2.3450 -0.1306 -2.2284 0.040
H 0.0530 1.1774 -2.3011 0.063
H 1.3872 1.8637 -1.5901 0.045
O -3.3902 1.5715 -0.2547 -0.514
S -3.1292 0.7919 0.9842 0.131
O -2.7254 -0.5979 0.6172 -0.510
O -4.3558 0.7525 1.8216 -0.509
O -2.0212 1.4260 1.7482 -0.508
```

=====

A cluster of 3 separate species, C2H8IO2 in total at a distorted geometry, computed with wB97M-V/def2-TZVPD.

net charge: -1
energy above the lowest of the compared OMol25 structures with the same formula, charge and spin: 22.2 kcal/mol
orbital gap: 6.94 eV
E_LUMO: 3.36 eV

Geometry as XYZ:
```
13
Properties=species:S:1:pos:R:3:lowdin_charge:R:1
I -13.2696 3.1369 -9.5883 -0.960
C -14.2510 7.1444 -5.4869 -0.209
O -14.9142 5.9454 -5.5202 -0.119
H -13.1888 7.0327 -5.2695 0.071
H -14.4430 7.5835 -6.4659 0.083
H -14.5830 7.7221 -4.6243 0.074
H -14.6499 5.4412 -6.2932 0.079
C -15.3138 -1.1496 -6.2185 -0.190
O -13.9458 -1.0511 -6.5288 -0.118
H -15.8265 -0.3022 -6.6735 0.073
H -15.7982 -1.9852 -6.7238 0.068
H -15.6620 -1.0216 -5.1936 0.071
H -13.7563 -0.4632 -7.2637 0.076
```

=====

A cluster of 2 separate species, C2H8N in total at a distorted geometry, computed with wB97M-V/def2-TZVPD.

2S+1: 2
energy above the lowest of the compared OMol25 structures with the same formula, charge and spin: 17.8 kcal/mol
orbital gap (alpha / beta): 11.02 / 10.44 eV
E_LUMO (alpha / beta): 1.16 / -0.05 eV
expectation value of S²: 0.75

Geometry as XYZ:
```
11
Properties=species:S:1:pos:R:3:lowdin_charge:R:1
C -1.9619 1.0648 -1.3044 -0.065
N 0.8947 -0.2181 0.6801 -0.002
C 2.0179 -1.1514 1.1107 -0.175
H -1.1597 0.7702 -0.5691 -0.007
H -2.3259 0.1407 -1.7822 0.015
H -2.7698 1.7133 -0.9007 0.020
H 0.3346 0.0343 1.5170 0.027
H -1.4769 1.6897 -2.0617 0.007
H 2.9298 -0.6453 0.8674 0.055
H 2.0319 -1.6680 2.0835 0.063
H 1.4853 -1.7300 0.3594 0.062
```

=====

The ion C2H8N with charge +1 at a distorted geometry, computed with wB97M-V/def2-TZVPD.

SMILES: C[NH2+]C
net charge: +1
energy above the lowest of the compared OMol25 structures with the same formula, charge and spin: 16.3 kcal/mol
orbital gap: 14.67 eV
E_LUMO: -3.77 eV

Geometry as XYZ:
```
11
Properties=species:S:1:pos:R:3:lowdin_charge:R:1
C 0.4406 -0.2350 -1.1472 -0.026
N -0.5241 0.1666 -0.0806 -0.019
C 0.0961 0.0669 1.2602 0.004
H 1.5093 -0.1070 -1.0006 0.111
H 0.3935 -1.2890 -1.4628 0.115
H 0.1773 0.1788 -2.1234 0.108
H -1.3006 -0.4938 -0.1538 0.184
H -0.8585 1.0666 -0.4227 0.185
H 0.7627 -0.7838 1.3133 0.112
H -0.6578 0.1712 2.0338 0.111
H 0.7514 0.9303 1.3990 0.115
```